C27H83N19O12 | ωB97M-V/def2-TZVPD

Geometry as ORCA input:
```
! wB97M-V def2-TZVPD RIJCOSX def2/J DEFGRID3
* xyz 1 2
C 7.882 -1.846 3.202
C 7.037 -0.591 2.785
C 5.770 -1.022 1.934
O 6.129 -1.540 0.647
C 5.052 -1.721 -0.317
N 6.668 0.003 4.013
H 8.656 -2.101 2.478
H 7.308 -2.756 3.378
H 8.390 -1.666 4.150
H 7.684 0.016 2.152
H 5.109 -0.160 1.842
H 5.091 -1.697 2.456
H 4.480 -2.623 -0.103
H 5.539 -1.926 -1.271
H 4.283 -0.953 -0.401
H 6.347 0.955 3.905
H 7.472 0.163 4.603
C 2.976 1.460 -1.833
C 3.119 2.547 -2.955
C 1.963 2.402 -3.970
O 1.925 1.058 -4.460
C 2.937 0.851 -5.440
N 3.078 3.828 -2.215
H 1.997 1.424 -1.355
H 3.557 1.663 -0.933
H 3.259 0.463 -2.171
H 4.083 2.526 -3.464
H 2.184 3.109 -4.770
H 1.003 2.702 -3.552
H 2.921 -0.118 -5.938
H 3.931 0.916 -4.997
H 2.794 1.580 -6.237
H 3.128 4.641 -2.813
H 3.847 3.955 -1.572
C -5.164 0.194 -1.809
C -5.032 -0.529 -3.158
C -5.330 0.326 -4.405
O -6.666 0.602 -4.631
C -7.501 -0.443 -4.994
N -3.731 -1.138 -3.173
H -4.317 0.874 -1.712
H -5.230 -0.457 -0.937
H -6.118 0.718 -1.756
H -5.789 -1.310 -3.230
H -4.902 0.124 -5.387
H -4.824 1.263 -4.175
H -7.172 -0.936 -5.909
H -8.461 0.025 -5.209
H -7.677 -1.246 -4.278
H -3.146 -0.578 -3.777
H -3.759 -1.946 -3.780
C 1.293 -4.291 5.005
C 0.540 -3.298 4.005
C 1.291 -3.298 2.657
O 1.251 -4.610 2.096
C 1.770 -4.726 0.770
N -0.899 -3.599 3.964
H 2.336 -4.001 5.128
H 1.400 -5.314 4.646
H 0.823 -4.304 5.989
H 0.676 -2.281 4.372
H 2.331 -3.065 2.884
H 0.815 -2.499 2.088
H 2.715 -4.242 0.524
H 1.041 -4.204 0.151
H 1.988 -5.716 0.369
H -1.119 -4.100 3.115
H -1.090 -4.358 4.602
C 2.669 1.953 2.690
C 1.219 1.409 2.742
C 0.607 1.278 4.155
O 1.081 0.104 4.840
C 0.467 -0.084 6.081
N 0.363 2.192 1.773
H 3.309 1.409 3.384
H 2.799 2.974 3.050
H 3.225 1.829 1.761
H 1.203 0.351 2.482
H -0.482 1.248 4.137
H 0.925 2.151 4.725
H -0.622 -0.035 6.077
H 0.693 0.724 6.776
H 0.794 -1.063 6.431
H -0.604 2.029 2.015
H 0.427 3.191 1.902
C -0.041 4.517 -0.964
O -1.051 4.773 -0.394
N 0.382 5.211 -2.030
N 0.531 3.379 -0.756
H -0.125 6.020 -2.359
H 1.204 4.947 -2.554
H 1.415 3.162 -1.194
H 0.174 2.851 0.028
C -1.128 -0.054 -5.341
O -2.232 -0.290 -5.692
N -0.288 0.539 -6.081
N -0.444 -0.391 -4.242
H -0.581 1.005 -6.928
H 0.562 0.763 -5.583
H 0.496 -0.031 -4.325
H -0.891 -0.832 -3.451
C -2.501 3.092 -3.751
O -2.427 2.885 -4.923
N -3.347 3.907 -3.136
N -1.650 2.625 -2.925
H -4.215 4.008 -3.641
H -3.274 4.029 -2.136
H -1.792 2.694 -1.928
H -0.992 1.994 -3.360
C -0.294 -0.748 -0.728
O 0.028 -1.737 -1.381
N -1.566 -0.350 -0.692
N 0.480 -0.148 0.137
H -1.813 0.489 -0.188
H -2.282 -0.787 -1.254
H 1.455 -0.406 0.194
H 0.116 0.336 0.944
C -2.252 -4.526 0.831
O -2.415 -5.527 1.541
N -1.454 -4.531 -0.161
N -2.803 -3.346 1.108
H -1.196 -3.662 -0.606
H -1.118 -5.422 -0.497
H -3.201 -3.360 2.036
H -2.703 -2.534 0.515
C -3.444 -0.696 4.371
O -4.422 0.020 4.342
N -3.037 -1.249 5.449
N -2.686 -0.993 3.351
H -3.503 -0.987 6.305
H -2.349 -1.986 5.391
H -1.915 -1.637 3.456
H -2.711 -0.434 2.510
C -3.386 2.040 1.205
O -2.424 1.423 1.608
N -4.581 1.687 1.542
N -3.399 3.175 0.513
H -5.368 2.298 1.379
H -4.680 0.830 2.067
H -2.545 3.665 0.291
H -4.328 3.465 0.242
*
```

Relative energy (zero: lowest compared OMol25 entry of this formula, charge and spin) in kcal per mole: 0.0
Expectation value of S²: 0.756
HOMO-LUMO gap (alpha / beta) in eV: 8.53 / 2.23

Atomic partial charges in e from the Löwdin method, atoms 1 to 99: -0.053 -0.416 -0.184 -0.181 -0.074 0.019 0.073 0.074 0.065 0.131 0.092 0.112 0.060 0.091 0.057 0.071 0.074 -0.047 -0.355 -0.154 -0.264 -0.067 0.014 0.043 0.069 0.075 0.128 0.130 0.108 0.105 0.091 0.102 0.083 0.094 -0.061 -0.421 -0.199 -0.168 -0.124 0.046 0.055 0.064 0.079 0.122 0.132 0.114 0.091 0.094 0.077 0.030 0.084 -0.036 -0.365 -0.180 -0.179 -0.086 0.059 0.078 0.075 0.072 0.099 0.129 0.112 0.074 0.056 0.095 0.031 0.082 -0.039 -0.357 -0.165 -0.198 -0.123 0.020 0.071 0.082 0.057 0.102 0.119 0.129 0.070 0.092 0.091 0.032 0.094 -0.784 0.025 0.185 0.180 0.119 0.060 0.045 0.055 -0.811 0.069 0.184 0.182 0.142 0.056

---

C9H26N2O7Sc | ωB97M-V/def2-TZVPD

Geometry as ORCA input:
```
! wB97M-V def2-TZVPD RIJCOSX def2/J DEFGRID3
* xyz 1 1
O 3.213 -2.061 0.242
H 3.574 -2.855 0.696
Sc -0.017 -0.198 0.180
N 0.092 1.071 -1.524
N -1.990 -0.238 -0.695
O 1.169 1.918 -1.875
O -3.125 -1.036 -0.392
C -1.015 1.202 -2.286
C -2.155 0.437 -1.844
C -1.086 2.109 -3.466
C -3.456 0.374 -2.549
H -0.079 2.407 -3.785
H -1.670 3.014 -3.220
H -1.603 1.607 -4.300
H -4.222 -0.029 -1.877
H -3.377 -0.277 -3.433
H -3.734 1.380 -2.891
H 2.004 1.500 -1.530
H -2.899 -1.575 0.389
O -1.196 1.633 1.192
H -0.886 2.520 0.936
H -2.020 1.514 0.668
C 0.484 -2.046 -0.876
H 1.529 -2.339 -0.772
H 0.265 -1.882 -1.957
H -0.165 -2.856 -0.484
O 3.593 0.411 -1.166
H 4.017 -0.163 -0.485
H 3.327 -0.244 -1.835
C 1.845 1.764 2.044
O 1.662 0.509 1.322
C 1.997 -0.661 2.086
C 0.824 -1.230 2.834
O -0.397 -1.184 2.010
C -1.629 -1.387 2.729
H 2.826 1.719 2.540
H 1.037 1.857 2.789
H 1.811 2.544 1.281
H 2.723 -1.511 1.003
H 2.873 -0.470 2.716
H 0.622 -0.655 3.763
H 1.002 -2.294 3.067
H -2.038 -2.374 2.466
H -1.390 -1.339 3.801
H -2.341 -0.584 2.486
*
```

Relative energy (zero: lowest compared OMol25 entry of this formula, charge and spin) in kcal per mole: 5.5
HOMO-LUMO gap in eV: 4.39

How positive or negative is each atom? The natural (NBO) charges in e answer that: -1.068 0.468 1.709 -0.212 -0.231 -0.524 -0.520 0.253 0.262 -0.693 -0.695 0.280 0.260 0.256 0.277 0.274 0.252 0.538 0.501 -0.906 0.511 0.502 -1.250 0.300 0.202 0.220 -0.981 0.525 0.485 -0.254 -0.611 -0.372 -0.091 -0.618 -0.261 0.214 0.183 0.190 0.442 0.201 0.158 0.212 0.199 0.225 0.189

---

| no. | energy (Ha) |
| --- | --- |
| 1 | -3021.521718 |
| 2 | -1755.056153 |